(1)
{
  "formula": "C36H70N5O8",
  "method": "ωB97M-V with the def2-TZVPD basis set",
  "homo_ev": [-8.063, -9.246],
  "spin_multiplicity": 4,
  "energy_ev": -62294.490,
  "charge": 0,
  "elements": ["C", "C", "N", "C", "C", "N", "C", "C", "O", "O", "C", "O", "O", "C", "C", "O", "H", "H", "H", "H", "H", "H", "H", "H", "H", "H", "H", "H", "H", "H", "H", "H", "C", "C", "C", "C", "C", "C", "N", "O", "C", "C", "C", "H", "H", "H", "H", "H", "H", "H", "H", "H", "H", "H", "H", "H", "H", "H", "H", "H", "H", "C", "C", "C", "C", "C", "C", "N", "O", "C", "C", "C", "H", "H", "H", "H", "H", "H", "H", "H", "H", "H", "H", "H", "H", "H", "H", "H", "H", "H", "C", "C", "C", "C", "C", "C", "N", "O", "C", "C", "C", "H", "H", "H", "H", "H", "H", "H", "H", "H", "H", "H", "H", "H", "H", "H", "H", "H", "H"],
  "coordinates": [[3.3659, 3.1255, -4.9951], [4.6261, 3.8628, -4.5549], [5.3387, 3.2530, -3.4226], [4.5608, 3.2039, -2.1727], [4.2486, 4.5951, -1.6311], [5.4032, 5.5025, -1.7649], [5.1019, 6.8473, -1.2502], [4.3370, 7.5620, -2.3442], [3.1556, 7.4660, -2.5335], [5.1507, 8.3202, -3.1229], [6.5282, 4.9585, -1.0337], [6.6118, 4.8990, 0.1550], [7.4848, 4.5249, -1.8605], [5.9949, 2.0310, -3.7008], [7.1183, 2.0823, -4.7047], [5.7206, 1.0260, -3.0983], [2.8233, 3.7417, -5.7137], [2.6842, 2.9239, -4.1683], [3.6096, 2.1800, -5.4836], [4.4098, 4.9023, -4.3030], [5.3159, 3.9041, -5.3976], [3.6086, 2.6819, -2.2793], [5.1385, 2.6271, -1.4530], [3.4239, 5.0463, -2.1822], [3.9643, 4.4836, -0.5778], [4.5185, 6.8128, -0.3253], [6.0383, 7.3712, -1.0707], [4.8076, 8.3157, -4.0251], [7.0438, 4.3856, -2.7195], [7.4864, 1.0745, -4.8707], [7.9299, 2.6899, -4.2989], [6.8235, 2.5356, -5.6494], [0.6310, -0.3327, -3.3801], [1.4318, -0.2148, -2.0788], [1.1686, -1.4108, -1.1580], [-0.2075, -1.3781, -0.4981], [-0.4245, -0.0615, 0.2445], [-0.2173, 1.1708, -0.6398], [1.1061, 1.0536, -1.3393], [2.0805, 1.4761, -0.6240], [-1.3858, 1.3188, -1.6270], [-0.1993, 2.4370, 0.2105], [2.9010, -0.1664, -2.4726], [0.8813, 0.4891, -4.0540], [0.9050, -1.2676, -3.8709], [-0.4446, -0.3445, -3.2490], [1.9333, -1.4208, -0.3748], [1.3008, -2.3292, -1.7358], [-0.9929, -1.5343, -1.2441], [-0.2909, -2.2063, 0.2070], [-1.4356, -0.0289, 0.6600], [0.2686, -0.0170, 1.0908], [-1.1241, 1.9922, -2.4445], [-2.2377, 1.7446, -1.0964], [-1.7247, 0.3759, -2.0468], [0.5462, 2.3872, 0.9999], [-1.1828, 2.5573, 0.6669], [0.0086, 3.3151, -0.4031], [3.1172, 0.7396, -3.0349], [3.1336, -1.0214, -3.1101], [3.5663, -0.1911, -1.6149], [-2.1297, -4.5717, 0.7446], [-1.7507, -5.6985, -0.2218], [-2.9821, -6.2203, -0.9718], [-3.9076, -7.0635, -0.0984], [-3.1397, -8.2119, 0.5538], [-1.9159, -7.7454, 1.3502], [-1.0862, -6.8444, 0.4790], [-0.2936, -7.4929, -0.2881], [-2.3501, -7.0540, 2.6505], [-1.0547, -8.9407, 1.7448], [-0.7600, -5.0951, -1.2114], [-1.2355, -4.1636, 1.2184], [-2.6059, -3.7693, 0.1790], [-2.8233, -4.8547, 1.5278], [-2.6416, -6.8274, -1.8164], [-3.5186, -5.3655, -1.3908], [-4.3883, -6.4398, 0.6603], [-4.7133, -7.4709, -0.7121], [-3.7905, -8.7769, 1.2264], [-2.8070, -8.9043, -0.2256], [-1.5344, -6.4637, 3.0696], [-2.6214, -7.8189, 3.3785], [-3.2197, -6.4131, 2.5352], [-0.7673, -9.5360, 0.8829], [-1.6268, -9.5704, 2.4279], [-0.1470, -8.6131, 2.2528], [0.1615, -4.7984, -0.7086], [-1.2094, -4.2045, -1.6561], [-0.5039, -5.7841, -2.0120], [-2.7220, 1.3539, 5.8089], [-2.7349, 1.3409, 4.2770], [-2.6094, 2.7611, 3.7134], [-3.8786, 3.5928, 3.8803], [-5.0814, 2.8743, 3.2718], [-5.2831, 1.4584, 3.8229], [-3.9818, 0.7123, 3.7242], [-3.7984, 0.1980, 2.5662], [-5.8135, 1.5094, 5.2628], [-6.3198, 0.7100, 2.9911], [-1.5467, 0.4975, 3.8361], [-2.7419, 0.3342, 6.1965], [-1.7971, 1.8254, 6.1432], [-3.5402, 1.9021, 6.2608], [-2.3701, 2.6908, 2.6479], [-1.7596, 3.2495, 4.1958], [-4.0536, 3.8143, 4.9367], [-3.7470, 4.5567, 3.3854], [-5.9986, 3.4430, 3.4459], [-4.9454, 2.8116, 2.1876], [-5.6781, 0.5497, 5.7628], [-6.8814, 1.7264, 5.2336], [-5.3562, 2.2857, 5.8697], [-6.0605, 0.6959, 1.9364], [-7.2830, 1.2093, 3.1060], [-6.4203, -0.3206, 3.3334], [-1.6620, -0.5403, 4.1518], [-0.6375, 0.8920, 4.2945], [-1.4204, 0.5108, 2.7590]],
  "forces_ev_per_a": [[-0.06, 0.08, -0.05], [0.30, 0.17, -0.15], [-0.17, -0.32, 0.03], [-0.07, 0.14, -0.04], [0.18, -0.07, -0.27], [-0.01, 0.03, 0.39], [-0.04, 0.05, 0.02], [-0.07, 0.26, 0.11], [0.08, -0.17, -0.17], [0.36, -0.62, -0.01], [0.03, -0.08, -0.38], [0.07, 0.24, 0.12], [-0.03, -0.30, 0.15], [-0.26, 0.36, -0.16], [0.03, 0.09, -0.10], [0.25, -0.37, 0.28], [0.01, -0.03, -0.03], [0.03, 0.01, 0.01], [0.00, -0.03, 0.09], [-0.07, -0.05, 0.14], [0.01, 0.08, 0.01], [0.10, -0.12, 0.05], [0.04, 0.03, 0.01], [-0.04, 0.02, 0.12], [-0.14, 0.07, -0.05], [-0.03, 0.05, -0.05], [-0.02, 0.01, 0.03], [-0.35, 0.40, 0.04], [0.00, 0.18, -0.06], [-0.04, -0.01, -0.04], [-0.01, -0.01, 0.03], [0.00, -0.07, -0.03], [-0.06, 0.06, 0.00], [-0.06, -0.04, -0.49], [-0.05, -0.03, 0.25], [0.05, 0.06, -0.09], [0.03, -0.24, 0.06], [-0.47, 0.23, -0.22], [0.06, -0.56, 0.60], [0.14, 0.34, -0.15], [0.05, 0.00, -0.08], [0.11, -0.01, 0.11], [0.05, -0.07, 0.06], [-0.02, 0.01, 0.01], [0.06, 0.02, -0.01], [-0.01, -0.04, 0.02], [0.01, 0.08, -0.02], [-0.01, 0.01, -0.02], [0.00, 0.02, -0.01], [-0.02, -0.01, -0.01], [-0.01, 0.04, -0.02], [0.06, 0.07, -0.06], [0.00, 0.00, 0.00], [0.02, 0.01, 0.02], [0.01, -0.01, 0.00], [0.03, 0.00, -0.03], [0.00, -0.01, -0.02], [-0.01, 0.00, -0.01], [0.02, -0.03, -0.04], [-0.06, -0.01, 0.00], [-0.02, 0.05, 0.02], [-0.02, -0.01, 0.12], [-0.03, 0.55, 0.15], [-0.07, -0.18, -0.02], [0.06, 0.03, 0.04], [-0.07, 0.01, -0.14], [-0.02, 0.07, 0.47], [-0.46, -0.37, -0.55], [0.34, 0.03, 0.09], [0.02, 0.06, -0.01], [0.01, -0.08, -0.07], [0.07, -0.02, -0.16], [0.00, -0.03, 0.03], [0.07, 0.01, -0.04], [-0.02, -0.04, -0.03], [0.06, -0.01, 0.04], [0.00, 0.00, 0.00], [0.02, 0.01, 0.01], [-0.02, 0.01, 0.01], [0.00, -0.01, 0.00], [0.06, 0.03, 0.01], [0.00, 0.00, 0.00], [0.03, -0.02, -0.01], [0.00, 0.00, -0.01], [0.03, 0.04, -0.02], [0.00, 0.02, 0.00], [-0.01, 0.01, 0.00], [-0.01, -0.02, 0.02], [-0.02, 0.00, 0.05], [0.01, -0.05, 0.05], [-0.11, -0.04, 0.02], [0.17, -0.12, 0.47], [-0.10, 0.10, -0.12], [-0.01, -0.07, 0.03], [0.11, 0.10, -0.07], [-0.30, -0.09, 0.36], [0.13, 0.63, -0.53], [-0.02, -0.35, 0.00], [0.05, -0.03, 0.04], [0.00, 0.02, -0.11], [0.15, -0.02, -0.08], [-0.03, 0.00, 0.00], [0.04, -0.05, -0.03], [0.02, 0.04, -0.01], [-0.03, -0.07, 0.01], [0.01, 0.00, 0.00], [-0.01, -0.03, 0.01], [0.00, 0.02, 0.02], [0.00, 0.00, -0.01], [0.01, -0.07, 0.01], [0.00, 0.00, 0.00], [0.00, -0.02, -0.03], [0.01, 0.00, -0.01], [0.04, -0.03, 0.01], [0.01, 0.00, 0.02], [0.00, 0.00, 0.01], [-0.05, 0.01, 0.00], [-0.04, 0.04, 0.03], [-0.02, 0.01, 0.01]],
  "mulliken_spin": [0.002, -0.001, 0.000, 0.035, 0.005, 0.000, 0.000, 0.000, 0.000, 0.000, 0.000, 0.000, 0.000, 0.000, 0.000, 0.000, 0.000, -0.002, 0.000, 0.000, 0.000, -0.023, -0.001, 0.000, 0.002, 0.000, 0.000, 0.000, 0.000, 0.000, 0.000, 0.000, 0.011, 0.003, 0.036, -0.037, 0.027, 0.005, 0.367, 0.557, 0.022, 0.004, -0.028, -0.010, 0.000, 0.000, 0.004, 0.002, -0.002, 0.002, 0.014, 0.007, -0.013, 0.002, 0.002, 0.003, 0.004, -0.005, 0.018, -0.001, 0.001, 0.040, -0.015, 0.034, -0.022, 0.033, -0.001, 0.401, 0.537, 0.025, -0.003, -0.006, -0.018, 0.001, -0.002, 0.003, 0.001, 0.000, 0.002, 0.000, 0.003, -0.012, 0.001, 0.000, 0.003, 0.000, -0.003, -0.006, 0.000, 0.005, 0.017, 0.000, 0.016, -0.019, 0.028, -0.005, 0.431, 0.514, 0.026, -0.003, -0.048, -0.008, 0.000, -0.001, 0.012, 0.002, -0.001, 0.001, 0.001, 0.004, -0.014, 0.001, 0.001, 0.002, 0.000, -0.001, -0.002, 0.000, 0.033]
}

---

(2)
{
  "formula": "C36H30BrI2N6O4PbS",
  "method": "ωB97M-V with the def2-TZVPD basis set",
  "homo_ev": [-4.340, -4.341],
  "energy_ev": -157259.082,
  "charge": -1,
  "elements": ["Pb", "C", "C", "C", "C", "C", "N", "C", "C", "C", "C", "C", "C", "C", "N", "C", "C", "C", "N", "C", "C", "N", "C", "C", "C", "N", "H", "H", "H", "H", "H", "H", "H", "H", "H", "H", "H", "H", "H", "H", "H", "H", "H", "H", "Br", "C", "C", "C", "C", "C", "C", "H", "H", "H", "H", "C", "C", "O", "S", "C", "C", "C", "C", "C", "C", "C", "C", "H", "H", "H", "H", "H", "H", "H", "O", "N", "O", "O", "I", "I", "H"],
  "coordinates": [[0.0000, 0.0000, 0.0000], [4.8196, -3.1604, -3.1456], [3.5057, -2.8109, -2.5194], [2.3528, -2.6903, -3.2935], [1.1307, -2.3651, -2.6959], [1.0028, -2.1615, -1.3062], [-0.2005, -1.9524, -0.6994], [-1.2313, -2.8043, -0.9895], [-1.0455, -4.1498, -1.3837], [-2.1027, -4.9852, -1.7594], [-3.4104, -4.5130, -1.7412], [-4.5518, -5.4015, -2.1255], [-3.6423, -3.2141, -1.2758], [-2.5769, -2.3710, -0.8793], [-2.8867, -1.0832, -0.3362], [-4.1044, -0.4106, -0.3903], [-3.9570, 0.7690, 0.3008], [-2.6346, 0.7367, 0.7551], [-2.0009, -0.3737, 0.4010], [2.1981, -2.1768, -0.5514], [3.4264, -2.5289, -1.1503], [2.1690, -1.8220, 0.8295], [3.1307, -2.0892, 1.7965], [2.6793, -1.5544, 2.9799], [1.4621, -0.9498, 2.6430], [1.1750, -1.0665, 1.3524], [4.6782, -3.6760, -4.1013], [5.3879, -3.8344, -2.4956], [5.4070, -2.2540, -3.3204], [2.3786, -2.8601, -4.3649], [0.2386, -2.2979, -3.3166], [-0.0365, -4.5581, -1.4104], [-1.8781, -6.0007, -2.0686], [-4.2290, -6.1733, -2.8324], [-5.3433, -4.8251, -2.6162], [-4.9654, -5.8888, -1.2374], [-4.6718, -2.8865, -1.1905], [-4.9407, -0.8063, -0.9400], [-4.6948, 1.5424, 0.4421], [-2.0914, 1.4690, 1.3355], [4.3411, -2.5491, -0.5688], [4.0039, -2.6770, 1.5694], [3.1534, -1.6087, 3.9471], [0.7630, -0.4185, 3.2730], [0.8615, 6.5742, 1.7203], [0.6306, 4.7612, 1.2371], [-0.2100, 3.9452, 1.9939], [-0.3785, 2.6070, 1.6346], [0.2906, 2.0923, 0.5258], [1.1296, 2.9113, -0.2276], [1.3022, 4.2502, 0.1267], [-0.7351, 4.3393, 2.8598], [-1.0301, 1.9602, 2.2150], [1.6465, 2.5002, -1.0899], [1.9581, 4.8826, -0.4657], [9.8517, -1.0064, -1.6098], [9.3337, -0.0804, -2.6720], [9.1696, -0.4087, -3.8403], [8.9506, 1.5431, -2.1065], [7.2362, 1.3142, -1.6809], [6.2970, 0.9258, -2.6423], [4.9592, 0.7314, -2.2851], [4.5489, 0.9310, -0.9631], [5.4828, 1.3381, -0.0044], [6.8201, 1.5322, -0.3636], [3.1809, 0.7129, -0.5898], [2.0464, 0.5229, -0.2729], [10.1178, -1.9648, -2.0656], [9.0805, -1.1847, -0.8554], [10.7471, -0.5874, -1.1429], [6.5967, 0.7669, -3.6775], [4.2450, 0.4217, -3.0462], [5.1781, 1.5050, 1.0274], [7.5311, 1.8505, 0.3963], [-0.6949, 1.5828, 3.6448], [-0.8352, 0.4639, 3.1240], [-1.2930, -0.4787, 3.7910], [-0.5176, 0.2875, 1.9361], [-1.5933, 1.5986, -1.6348], [-3.1094, 3.1198, -3.1904], [0.4631, -0.2572, -1.7322]],
  "forces_ev_per_a": [[2.95, 2.70, -4.82], [0.17, -0.21, -0.05], [-0.33, 0.17, 0.50], [-0.73, 0.17, 0.57], [0.53, -0.23, -0.01], [1.68, -1.77, -0.77], [-1.14, -3.78, 0.07], [-0.40, 0.15, 0.08], [-0.35, -0.46, -0.30], [0.67, 0.92, 0.27], [0.06, 0.47, 0.17], [-0.22, -0.03, -0.19], [0.98, -0.04, 0.23], [-0.74, -0.71, -0.10], [-1.46, 0.36, -0.52], [1.40, -0.49, 0.01], [-0.03, -0.76, 0.24], [-1.39, -0.11, 1.27], [-5.82, -1.32, 0.50], [0.61, -0.30, -0.56], [-0.77, 0.18, -0.28], [1.26, -0.94, 0.93], [-1.23, 0.07, -0.93], [0.03, -0.13, -0.57], [-0.19, 0.43, 0.42], [3.40, -4.03, 3.20], [0.02, 0.15, 0.11], [0.05, 0.18, -0.08], [0.10, -0.12, -0.01], [0.11, 0.02, 0.05], [0.10, -0.01, 0.24], [-0.17, 0.24, 0.01], [-0.09, 0.03, 0.02], [-0.05, 0.06, 0.17], [0.00, -0.13, 0.14], [-0.11, -0.06, -0.15], [0.09, 0.10, 0.03], [0.07, -0.04, 0.03], [0.13, -0.05, -0.03], [-0.86, -0.09, -0.61], [-0.08, 0.07, 0.05], [-0.08, 0.03, -0.05], [-0.09, 0.06, -0.11], [1.41, -0.79, 0.11], [0.04, 0.26, 0.06], [-0.26, -0.96, 0.02], [0.18, 0.23, -0.11], [0.32, 1.77, -2.34], [-0.68, 2.71, 0.44], [-0.36, 0.88, 0.37], [0.08, -0.19, -0.13], [0.09, 0.03, -0.08], [0.51, 3.08, -1.78], [-0.23, 0.41, 0.07], [-0.10, -0.01, 0.13], [0.30, -0.69, -0.36], [-0.34, -1.53, -1.86], [0.37, 0.42, 1.78], [-0.17, 1.59, 0.29], [-0.41, -0.26, 0.08], [-0.35, -0.05, 0.05], [0.83, 0.06, -0.26], [-0.75, -0.07, 0.27], [0.76, 0.18, -0.20], [-0.34, -0.14, 0.09], [2.99, 0.45, -0.62], [2.24, -0.26, -0.36], [-0.07, 0.10, 0.03], [0.10, 0.25, 0.02], [-0.25, 0.09, 0.10], [0.06, 0.06, 0.25], [0.05, 0.06, 0.27], [-0.06, -0.05, -0.28], [-0.03, -0.10, -0.21], [0.21, -1.59, 2.55], [-1.66, -0.90, 3.28], [0.17, 0.17, -0.63], [-1.23, -0.30, 5.72], [-0.14, 2.06, -3.97], [-0.93, 0.64, -0.58], [-0.48, 1.59, -1.36]],
  "mulliken_charge": [2.811, -1.443, 0.700, -1.260, 0.282, -1.593, 0.185, 1.161, -0.375, -1.134, 0.412, -1.581, -0.919, 0.362, -0.050, -0.236, -1.131, 0.425, -0.095, 0.705, -0.517, 0.071, -0.089, -1.513, -0.382, 0.220, 0.409, 0.351, 0.179, 0.372, 0.578, 0.411, 0.352, 0.389, 0.367, 0.279, 0.275, 0.400, 0.501, -0.350, 0.173, 0.476, 0.472, 0.715, -0.257, -0.100, -1.098, -0.781, 3.098, -0.798, -0.723, 0.453, -0.617, 0.443, 0.434, -0.999, 0.754, -0.556, -0.214, -0.075, -0.427, -0.295, -0.492, -0.568, -0.644, 1.315, -2.433, 0.313, 0.268, 0.331, 0.455, 0.556, 0.521, 0.410, -0.757, 0.889, -0.733, -0.129, 0.462, -0.296, -0.075]
}